Entry 1:
C16H30BClFN3O6P | wB97M-V/def2-TZVPD

The value obtained for the HOMO-LUMO gap is 6.636 eV. Its charge is +1. As for the total energy: -59031.3768 eV.

Geometry (Å):
C -2.89 2.59 3.99
C -3.49 1.16 3.54
O -2.54 0.33 2.82
B -1.54 -0.23 3.68
O -1.46 -0.01 5.10
C -0.41 -1.19 2.94
C -0.11 -2.50 3.72
F -0.77 -2.83 4.94
C 0.91 -3.51 3.13
N 1.14 -4.75 3.86
C 1.59 -3.12 1.75
P 2.80 -4.38 1.07
O 1.99 -5.42 0.26
O 4.03 -3.75 0.09
O 3.60 -5.29 2.29
C 1.19 -1.76 1.06
C 1.90 -1.51 -0.35
C 1.49 -2.63 -1.47
N 0.27 -3.42 -1.07
N 0.23 -0.82 1.67
C -0.04 0.45 0.96
C -0.97 0.12 -0.34
C -0.87 1.29 -1.45
Cl -2.41 1.13 -2.49
H -2.84 2.58 5.13
H -3.60 3.44 3.68
H -1.84 2.80 3.57
H -3.97 0.57 4.39
H -4.35 1.40 2.79
H -0.54 0.15 5.38
H 1.11 -5.49 3.12
H 0.31 -4.96 4.44
H 4.81 -3.43 0.61
H 3.37 -6.24 2.18
H 3.04 -1.48 -0.17
H 1.65 -0.51 -0.85
H 1.20 -2.08 -2.45
H 2.38 -3.30 -1.76
H -0.51 -3.09 -1.69
H 0.45 -4.38 -1.43
H -0.48 1.30 1.56
H 0.99 0.84 0.58
H -0.73 -0.92 -0.78
H -2.06 0.10 0.02
H 0.04 1.17 -2.13
H -0.86 2.34 -0.97
C -0.99 4.71 -5.54
C 0.41 4.23 -5.88
C 1.20 4.73 -4.68
O 0.31 4.73 -3.56
C -1.03 4.53 -4.04
H -1.77 4.15 -6.06
H -1.10 5.76 -5.80
H 0.43 3.14 -5.91
H 0.79 4.61 -6.83
H 1.54 5.76 -4.84
H 2.07 4.11 -4.46
H -1.34 3.52 -3.76
H -1.71 5.25 -3.55



Entry 2:
C12H21NO4 | wB97M-V/def2-TZVPD

The value obtained for the HOMO-LUMO gap is 9.622 eV. Its charge is 0. As for the total energy: -22464.9132 eV. The energy relative to the best compared isomer or geometry (same formula, charge and spin) is 10.98 kcal per mole.

Geometry (Å):
C -2.89 -1.06 -2.01
C -1.67 -1.94 -1.76
O -1.01 -1.68 -0.54
C -0.10 -0.62 -0.53
O -0.73 0.64 -0.67
C -1.37 1.10 0.46
C -2.33 2.21 0.22
N -2.33 2.66 -1.06
O -3.04 2.67 1.09
C -1.15 0.62 1.68
C -0.15 -0.45 1.98
C -0.86 -1.72 2.46
C 0.74 -0.71 0.75
C 1.90 0.29 0.68
C 3.06 -0.19 -0.21
C 4.16 0.87 -0.29
O 3.66 1.99 -0.99
H -2.60 -0.03 -2.17
H -3.43 -1.42 -2.89
H -3.55 -1.10 -1.15
H -0.96 -1.84 -2.60
H -1.98 -2.99 -1.69
H 0.54 -0.68 -1.43
H -1.66 2.32 -1.72
H -2.91 3.46 -1.30
H -1.72 1.04 2.50
H 0.49 -0.10 2.80
H -1.50 -1.49 3.31
H -1.48 -2.13 1.66
H -0.13 -2.47 2.76
H 1.14 -1.73 0.80
H 2.29 0.45 1.69
H 1.54 1.25 0.30
H 3.48 -1.11 0.20
H 2.70 -0.38 -1.22
H 5.03 0.45 -0.82
H 4.47 1.16 0.72
H 4.34 2.67 -1.02



Entry 3:
C7H13N4 | wB97M-V/def2-TZVPD

The value obtained for the HOMO-LUMO gap is 8.975 eV. Its charge is +1. As for the total energy: -13420.2077 eV. The energy relative to the best compared isomer or geometry (same formula, charge and spin) is 103.43 kcal per mole.

Geometry (Å):
C -0.26 0.21 0.61
C -1.22 1.18 0.39
C -0.78 -0.99 0.12
C 0.98 0.47 1.33
C 1.72 0.75 -0.87
C -0.09 -2.31 -0.07
C -3.47 1.10 -0.63
N -2.05 -0.82 -0.28
N -2.31 0.47 -0.07
N 2.32 -0.25 -1.50
N 2.22 0.81 0.52
H 0.79 1.27 2.06
H 1.16 -0.47 1.88
H -1.37 2.24 0.79
H 0.07 -2.46 -1.09
H 0.89 -2.24 0.34
H -0.70 -3.11 0.49
H -4.27 1.19 0.06
H -3.22 2.05 -1.13
H -3.99 0.58 -1.41
H 1.76 -0.55 -2.33
H 3.05 -0.99 -1.28
H 2.53 1.81 0.59
H 2.99 0.09 0.61



Entry 4:
C2H3N3OS | wB97M-V/def2-TZVPD

The value obtained for the HOMO-LUMO gap is 9.493 eV. Its charge is 0. As for the total energy: -19471.3760 eV. The energy relative to the best compared isomer or geometry (same formula, charge and spin) is 85.57 kcal per mole.

Geometry (Å):
S -2.28 -0.48 -0.43
C -1.00 0.35 0.64
C 0.43 -0.02 0.04
N 1.30 0.79 -0.41
N 2.42 0.17 -0.52
N 2.23 -1.08 -0.06
O 0.80 -1.25 0.20
H -1.47 -0.28 -1.73
H -1.16 0.24 1.76
H -1.27 1.57 0.52



Entry 5:
C18H61N28O13S | wB97M-V/def2-TZVPD

The value obtained for the HOMO-LUMO gap is 6.062 eV. Its charge is +1. As for the total energy: -98835.1675 eV.

Geometry (Å):
S 5.62 -5.16 -1.75
C 4.38 -4.51 -2.77
N 3.53 -4.28 -3.82
C 2.11 -4.69 -3.51
C 1.04 -3.55 -2.95
C -0.18 -4.61 -2.53
C 0.80 -5.71 -1.74
N 1.80 -6.02 -2.86
H 1.67 -4.86 -4.61
H 0.66 -2.74 -3.74
H 1.44 -3.06 -1.93
H -1.10 -4.19 -1.95
H -0.43 -5.13 -3.57
H 0.29 -6.63 -1.23
H 1.47 -5.05 -1.01
H 2.57 -6.61 -2.47
H 1.36 -6.65 -3.58
C -2.88 -3.97 -5.31
O -2.37 -4.85 -4.64
N -2.19 -3.25 -6.21
N -4.19 -3.65 -5.22
H -2.60 -2.52 -6.77
H -1.21 -3.46 -6.32
H -4.74 -4.17 -4.55
H -4.63 -2.93 -5.76
C 1.90 -0.61 -0.33
O 1.06 -0.81 -1.18
N 1.59 -0.20 0.92
N 3.22 -0.77 -0.55
H 2.27 -0.03 1.64
H 0.61 -0.07 1.13
H 3.49 -1.07 -1.47
H 3.93 -0.60 0.14
C 0.44 1.16 3.95
O 1.11 0.56 3.13
N -0.42 2.13 3.61
N 0.51 0.90 5.27
H -0.98 2.64 4.28
H -0.50 2.36 2.63
H 1.15 0.18 5.57
H -0.03 1.39 5.96
C -0.47 5.46 1.82
O -1.25 4.75 2.43
N -0.85 6.24 0.79
N 0.84 5.55 2.13
H -0.23 6.84 0.28
H -1.83 6.20 0.52
H 1.17 4.98 2.90
H 1.49 6.14 1.64
C 7.10 -0.68 -2.24
O 7.21 0.45 -2.68
N 6.13 -1.53 -2.63
N 7.95 -1.18 -1.32
H 6.03 -2.46 -2.27
H 5.48 -1.19 -3.32
H 8.69 -0.58 -0.99
H 7.87 -2.11 -0.94
C -0.35 -9.76 -1.37
O -0.14 -8.74 -0.73
N 0.34 -10.89 -1.18
N -1.30 -9.83 -2.32
H 0.19 -11.74 -1.70
H 1.07 -10.87 -0.48
H -1.85 -9.00 -2.50
H -1.49 -10.66 -2.86
C -0.34 0.26 -5.27
O -0.79 0.10 -6.39
N -0.73 -0.47 -4.21
N 0.61 1.18 -5.00
H -0.37 -0.35 -3.28
H -1.44 -1.17 -4.37
H 0.93 1.75 -5.77
H 1.00 1.32 -4.08
C -1.89 7.39 5.54
O -1.78 8.17 6.46
N -1.22 6.22 5.48
N -2.71 7.61 4.49
H -1.30 5.57 4.72
H -0.59 6.01 6.24
H -3.23 8.48 4.49
H -2.81 6.98 3.71
C -2.93 1.01 6.78
O -1.73 0.95 7.00
N -3.58 0.12 6.02
N -3.71 1.98 7.29
H -4.57 0.15 5.83
H -3.03 -0.63 5.62
H -3.26 2.68 7.87
H -4.70 2.05 7.12
C -0.35 11.64 8.61
O -0.14 12.65 9.25
N 0.34 10.50 8.80
N -1.30 11.56 7.66
H 0.19 9.65 8.28
H 1.07 10.52 9.51
H -1.85 12.39 7.49
H -1.49 10.73 7.12
C -5.02 -0.10 -3.81
O -4.51 -0.99 -3.14
N -4.33 0.62 -4.70
N -6.33 0.22 -3.71
H -4.74 1.35 -5.27
H -3.35 0.41 -4.81
H -6.88 -0.30 -3.05
H -6.77 0.94 -4.25
C -2.12 -2.69 -9.93
O -3.14 -2.11 -9.60
N -0.93 -2.44 -9.35
N -2.08 -3.63 -10.89
H -0.07 -2.91 -9.60
H -0.91 -1.74 -8.62
H -2.96 -3.85 -11.35
H -1.25 -4.12 -11.17
C 3.76 2.24 7.73
O 3.87 3.37 7.29
N 2.79 1.39 7.34
N 4.61 1.73 8.65
H 2.69 0.45 7.70
H 2.14 1.73 6.65
H 5.35 2.34 8.97
H 4.53 0.80 9.03



Entry 6:
C32H59Cl12N5 | wB97M-V/def2-TZVPD

The value obtained for the HOMO-LUMO gap is 10.004 eV. Its charge is 0. As for the total energy: -191858.7969 eV. The energy relative to the best compared isomer or geometry (same formula, charge and spin) is 49.23 kcal per mole.

Geometry (Å):
C 33.49 0.88 -8.52
C 33.32 -0.67 -8.62
C 31.98 -1.20 -8.14
C 30.91 -0.56 -8.93
N 30.10 -0.04 -9.55
H 34.35 1.16 -9.11
H 33.72 1.13 -7.48
H 32.61 1.40 -8.89
H 34.20 -1.07 -8.12
H 33.45 -0.89 -9.68
H 31.76 -0.93 -7.10
H 31.88 -2.26 -8.35
C 28.54 3.18 -10.00
C 29.74 2.24 -10.16
C 29.42 1.22 -11.30
C 29.06 1.84 -12.56
N 28.73 2.31 -13.56
H 27.73 2.57 -9.61
H 28.23 3.68 -10.91
H 28.77 3.98 -9.28
H 29.93 1.64 -9.27
H 30.62 2.80 -10.49
H 28.53 0.67 -10.97
H 30.22 0.51 -11.49
C 21.35 -2.39 -7.95
C 22.05 -3.66 -7.51
C 21.42 -4.87 -8.25
C 21.66 -6.16 -7.58
N 21.88 -7.15 -7.06
H 20.52 -2.12 -7.28
H 20.89 -2.52 -8.93
H 22.00 -1.52 -7.92
H 21.98 -3.94 -6.46
H 23.12 -3.62 -7.74
H 21.67 -5.00 -9.30
H 20.33 -4.71 -8.27
C 29.13 -1.13 -5.70
C 29.19 0.39 -5.61
C 29.30 1.10 -6.99
C 28.21 0.76 -7.87
N 27.37 0.41 -8.58
H 28.83 -1.50 -4.72
H 30.13 -1.58 -5.81
H 28.54 -1.39 -6.58
H 29.98 0.79 -4.98
H 28.25 0.69 -5.14
H 30.21 0.88 -7.55
H 29.41 2.18 -6.83
C 25.63 -2.95 -8.90
C 26.80 -3.70 -9.51
C 27.97 -2.81 -9.90
C 27.66 -1.88 -10.99
N 27.39 -1.19 -11.86
H 24.65 -3.35 -9.14
H 25.49 -1.95 -9.33
H 25.75 -2.78 -7.83
H 26.43 -4.23 -10.39
H 27.22 -4.42 -8.80
H 28.80 -3.38 -10.32
H 28.48 -2.37 -9.04
Cl 22.61 -3.32 -4.09
C 23.14 -1.63 -3.97
C 24.64 -1.61 -3.74
Cl 25.53 -1.99 -5.23
H 22.67 -1.10 -3.14
H 22.89 -1.03 -4.85
H 24.98 -2.31 -2.98
H 25.02 -0.70 -3.26
Cl 23.70 -6.59 -10.56
C 25.35 -7.05 -10.16
C 25.46 -8.28 -9.27
Cl 25.05 -9.74 -10.20
H 25.70 -6.17 -9.60
H 25.99 -7.08 -11.03
H 24.73 -8.10 -8.47
H 26.42 -8.42 -8.79
Cl 27.55 -5.43 -15.76
C 28.43 -6.58 -14.74
C 27.84 -6.68 -13.37
Cl 27.90 -5.11 -12.45
H 29.48 -6.34 -14.80
H 28.38 -7.55 -15.25
H 28.41 -7.38 -12.76
H 26.84 -7.07 -13.22
Cl 23.22 0.74 -9.60
C 24.25 0.50 -11.05
C 25.50 1.36 -11.01
Cl 25.09 3.07 -10.91
H 23.68 0.73 -11.95
H 24.46 -0.56 -11.12
H 26.08 1.25 -11.93
H 26.16 1.10 -10.18
Cl 30.99 -1.36 -15.46
C 29.49 -1.73 -14.49
C 28.26 -1.21 -15.22
Cl 28.06 -1.90 -16.87
H 29.57 -1.23 -13.53
H 29.49 -2.81 -14.45
H 28.25 -0.13 -15.36
H 27.41 -1.57 -14.64
Cl 30.21 -4.31 -7.02
C 28.77 -4.79 -6.06
C 29.09 -4.72 -4.59
Cl 27.65 -5.19 -3.69
H 28.51 -5.83 -6.27
H 27.93 -4.14 -6.31
H 29.41 -3.75 -4.20
H 29.93 -5.35 -4.29